{"formula": "C25H58N3O13P", "method": "ωB97M-V/def2-TZVPD", "smiles": "NP(O)[C@H]1NC(=O)C[C@H]1N=C=O.COCCOC.COCCOC.COCCOC.COCCOC.COCCOC", "e_tot_ev": -67236.18875, "gap_ha": 0.33934, "species": ["N", "P", "O", "C", "N", "C", "O", "C", "C", "N", "C", "O", "H", "H", "H", "H", "H", "H", "H", "H", "C", "O", "C", "C", "O", "C", "H", "H", "H", "H", "H", "H", "H", "H", "H", "H", "C", "O", "C", "C", "O", "C", "H", "H", "H", "H", "H", "H", "H", "H", "H", "H", "C", "O", "C", "C", "O", "C", "H", "H", "H", "H", "H", "H", "H", "H", "H", "H", "C", "O", "C", "C", "O", "C", "H", "H", "H", "H", "H", "H", "H", "H", "H", "H", "C", "O", "C", "C", "O", "C", "H", "H", "H", "H", "H", "H", "H", "H", "H", "H"], "xyz": [[-0.3242, 3.5097, -2.5020], [-0.6790, 2.5250, -3.8768], [0.8399, 2.2766, -4.4723], [-1.1527, 0.8199, -3.2758], [-0.9534, 0.5512, -1.8333], [-1.3037, -0.7929, -1.6973], [-0.8185, -1.5750, -0.9429], [-2.4177, -1.0308, -2.7265], [-2.5862, 0.3639, -3.4248], [-3.5570, 1.0628, -2.5365], [-4.2223, 1.9088, -3.1229], [-4.7437, 2.8902, -3.4731], [-1.0649, 3.4025, -1.8107], [0.5285, 3.1424, -2.0776], [0.8484, 2.4381, -5.4165], [-0.4433, 0.1323, -3.7541], [-0.0608, 0.8045, -1.4371], [-2.2422, -1.8550, -3.4140], [-3.3391, -1.3471, -2.2486], [-2.9110, 0.1613, -4.4391], [-3.6296, 4.2754, -0.0564], [-2.5684, 3.9769, 0.8338], [-2.6517, 4.6943, 2.0571], [-3.1353, 3.8050, 3.1804], [-4.4997, 3.4499, 3.0082], [-4.6705, 2.1201, 2.5499], [-3.5536, 3.5928, -0.9021], [-4.6045, 4.1396, 0.4183], [-3.5393, 5.3024, -0.4259], [-3.3003, 5.5686, 1.9537], [-1.6427, 5.0466, 2.2943], [-3.0625, 4.3562, 4.1235], [-2.5070, 2.9134, 3.2594], [-4.3775, 1.4067, 3.3276], [-4.0914, 1.9309, 1.6420], [-5.7272, 1.9784, 2.3284], [-5.4733, -3.4495, -0.1219], [-4.3646, -3.9270, -0.8618], [-3.3536, -4.4922, -0.0333], [-3.3690, -6.0021, -0.0957], [-4.5273, -6.5347, 0.5354], [-5.4986, -6.9951, -0.3860], [-6.2431, -3.1487, -0.8315], [-5.8813, -4.2237, 0.5334], [-5.1874, -2.5766, 0.4754], [-3.4610, -4.1509, 1.0003], [-2.3913, -4.1311, -0.4092], [-2.5009, -6.3824, 0.4517], [-3.2952, -6.3480, -1.1306], [-5.1368, -7.8856, -0.9109], [-5.7596, -6.2217, -1.1132], [-6.3913, -7.2627, 0.1776], [-3.5881, -5.7243, 4.0249], [-2.6065, -4.7014, 3.9620], [-3.1285, -3.4130, 4.2513], [-2.7427, -2.9598, 5.6415], [-3.4097, -3.7202, 6.6388], [-2.5693, -4.6771, 7.2580], [-3.0810, -6.6810, 3.9101], [-4.1151, -5.7178, 4.9828], [-4.3055, -5.6098, 3.2059], [-4.2159, -3.3968, 4.1317], [-2.6959, -2.7197, 3.5218], [-3.0527, -1.9177, 5.7718], [-1.6582, -3.0097, 5.7724], [-1.8064, -4.1799, 7.8665], [-2.0862, -5.3231, 6.5204], [-3.1888, -5.2907, 7.9102], [4.2084, 2.7933, -4.0445], [4.8960, 1.9170, -4.9227], [6.2803, 1.8128, -4.6276], [6.5975, 0.5077, -3.9319], [6.0608, 0.4801, -2.6157], [4.9001, -0.3265, -2.5120], [3.1450, 2.7169, -4.2598], [4.3755, 2.5234, -2.9975], [4.5279, 3.8276, -4.2135], [6.6142, 2.6608, -4.0219], [6.8178, 1.8447, -5.5809], [7.6848, 0.4135, -3.8386], [6.2341, -0.3398, -4.5191], [5.1555, -1.3831, -2.6424], [4.1449, -0.0377, -3.2478], [4.4883, -0.1894, -1.5130], [8.0492, 1.9481, 1.6034], [8.4860, 2.2105, 0.2833], [7.4133, 2.4834, -0.6120], [7.3187, 3.9610, -0.9180], [6.8827, 4.7035, 0.2137], [7.9321, 5.4133, 0.8455], [8.9317, 1.8738, 2.2375], [7.4098, 2.7503, 1.9816], [7.5073, 0.9971, 1.6452], [6.4665, 2.1110, -0.2132], [7.6221, 1.9443, -1.5360], [6.5705, 4.1099, -1.7045], [8.2776, 4.3380, -1.2858], [8.2875, 6.2251, 0.2018], [8.7666, 4.7539, 1.0978], [7.5359, 5.8453, 1.7632]], "atomic_forces_ev_per_a": [[0.414, -1.262, -0.363], [-1.284, 1.008, -0.769], [-0.061, -0.310, 0.774], [1.322, 1.043, 1.187], [0.192, -0.392, -0.220], [-0.827, 0.794, -0.737], [0.371, -0.832, 0.870], [-0.445, 0.053, 0.001], [0.206, -2.896, 1.125], [-0.036, 0.299, -1.885], [0.549, 1.700, 1.090], [-0.502, -0.788, -0.325], [-0.042, 0.207, 0.058], [0.011, 0.294, 0.240], [-0.002, 0.111, -0.176], [-0.470, 0.092, -0.904], [0.080, -0.093, 0.092], [0.681, 0.093, -0.157], [-0.095, 0.159, 0.393], [-0.204, 0.657, -0.192], [0.088, -0.008, -0.031], [-0.150, 0.039, -0.090], [0.364, -0.217, -0.024], [-0.289, 0.285, 0.155], [0.089, -0.165, -0.108], [-0.055, 0.056, 0.012], [0.038, -0.024, 0.018], [-0.004, 0.032, -0.003], [-0.093, 0.005, -0.006], [-0.053, -0.025, 0.014], [-0.020, 0.030, 0.029], [0.049, -0.005, -0.003], [0.022, -0.008, -0.057], [0.035, -0.052, -0.052], [0.030, -0.035, 0.022], [-0.009, 0.051, 0.042], [0.030, 0.013, -0.103], [-0.142, 0.016, 0.159], [0.207, 0.049, -0.427], [0.030, -0.016, 0.452], [-0.107, -0.003, -0.174], [0.016, 0.000, 0.095], [0.039, 0.004, -0.036], [0.010, 0.022, 0.041], [-0.045, -0.022, 0.069], [-0.012, -0.047, 0.027], [0.015, 0.018, 0.065], [0.027, 0.017, -0.030], [-0.037, 0.048, -0.031], [-0.034, 0.022, -0.076], [0.020, -0.020, -0.039], [0.038, -0.006, 0.048], [0.020, 0.031, -0.072], [-0.156, -0.063, 0.082], [0.399, -0.022, -0.168], [-0.399, 0.137, 0.097], [0.168, -0.113, -0.014], [-0.081, 0.019, 0.014], [0.054, 0.039, -0.044], [-0.021, 0.031, -0.010], [-0.064, -0.077, 0.042], [-0.022, -0.011, 0.057], [-0.030, 0.040, 0.017], [0.038, 0.015, -0.032], [0.018, -0.045, -0.039], [0.060, -0.053, -0.021], [0.044, 0.017, 0.008], [-0.042, 0.050, -0.001], [-0.022, -0.002, -0.109], [-0.023, 0.098, 0.205], [-0.133, -0.210, -0.368], [0.276, 0.200, 0.302], [-0.257, -0.161, -0.195], [0.032, 0.039, 0.073], [0.061, -0.031, -0.015], [0.038, 0.040, 0.009], [0.016, 0.016, 0.102], [0.004, -0.018, 0.050], [0.048, 0.008, 0.029], [0.001, -0.017, -0.044], [-0.045, 0.026, -0.032], [-0.067, -0.015, -0.039], [0.006, -0.032, -0.027], [0.062, 0.014, 0.018], [0.080, -0.003, -0.051], [-0.148, 0.060, 0.162], [0.498, 0.074, -0.135], [-0.440, -0.007, 0.093], [0.198, 0.023, 0.021], [-0.086, -0.005, 0.015], [0.029, -0.014, -0.049], [-0.041, -0.028, 0.007], [-0.058, 0.028, 0.057], [-0.024, 0.013, -0.004], [-0.068, -0.035, -0.005], [0.031, -0.022, -0.036], [0.038, -0.029, 0.031], [0.082, -0.010, 0.021], [0.031, 0.021, -0.033], [-0.056, -0.005, -0.028]]}